--- A ---
H19O10 | ωB97M-V/def2-TZVPD

```
! RIJCOSX wB97M-V def2-TZVPD def2/J DEFGRID3
* xyz -1 1
O 0.433 -1.669 0.268
H -0.179 -2.287 1.237
H -0.690 -1.072 3.895
O -1.622 -2.728 -2.032
H -1.268 -1.855 -2.221
H 1.652 -1.151 -0.534
O 3.383 1.654 -0.043
H -0.933 -3.175 -2.548
H 3.706 1.106 0.685
O 0.928 1.028 -2.869
H -1.222 1.243 1.587
H 0.372 -2.354 -0.405
O -0.308 0.923 1.590
H 2.728 -1.440 -1.508
H 1.000 0.556 -2.024
O -2.470 2.695 0.858
H -3.135 2.708 1.563
H -2.023 3.505 1.138
O -0.427 3.341 -1.482
H 0.160 2.846 -2.074
H -1.553 -3.167 1.108
O -1.005 -2.859 1.837
H -1.422 -1.520 2.636
H -0.524 -0.011 1.482
O -1.401 -0.781 3.318
H 2.552 1.175 -0.133
O 2.217 -0.669 -1.256
H 1.779 1.375 -3.118
H -0.729 2.584 -0.956
*
```

## Properties
Highest occupied orbital energy, eV: -5.7
LUMO, eV: 3.05

Mulliken atomic charge list, values in e, 6 entries: number 1, O, carries -0.98; number 2, H, carries 0.53; number 3, H, carries 0.27; number 4, O, carries -0.64; number 5, H, carries 0.32; number 6, H, carries 0.42

--- B ---
H19O10 | ωB97M-V/def2-TZVPD

```
! RIJCOSX wB97M-V def2-TZVPD def2/J DEFGRID3
* xyz -1 1
O -0.336 -0.051 -0.657
H 0.166 -0.457 0.065
O 2.182 -2.756 0.932
H 1.740 -2.479 1.587
H 3.073 -2.368 1.031
O 0.345 2.233 -1.777
H -0.144 1.412 -1.549
H -0.120 2.822 -2.187
O 1.304 -1.871 -1.454
H 0.668 -1.273 -1.046
H 1.634 -2.313 -0.750
O 2.931 0.507 -0.308
H 2.485 1.140 0.298
H 2.151 0.293 -0.727
O -0.439 2.904 1.295
H -0.668 2.387 0.658
H 0.404 2.410 1.579
O -2.362 -1.988 -0.608
H -3.085 -1.496 -0.544
H -1.769 -1.255 -0.788
O -0.277 0.251 3.178
H -0.298 -0.202 4.037
H -0.285 -0.592 2.666
O -1.470 -0.186 -2.927
H -1.630 0.707 -3.244
H -1.179 -0.079 -2.122
O -2.055 0.720 1.184
H -1.462 0.491 0.454
H -1.505 1.090 1.724
*
```

## Properties
Highest occupied orbital energy, eV: -6.3
LUMO, eV: 2.48

Mulliken atomic charge list, values in e, 6 entries: number 1, O, carries -0.92; number 2, H, carries 0.23; number 3, O, carries -0.63; number 4, H, carries 0.23; number 5, H, carries 0.32; number 6, O, carries -0.60

Most stable = A

--- A ---
H19O10 | ωB97M-V/def2-TZVPD

```
! RIJCOSX wB97M-V def2-TZVPD def2/J DEFGRID3
* xyz -1 1
O 3.212 -0.328 1.451
H 2.292 -0.597 1.477
H 3.414 0.326 0.789
O -1.127 -1.183 -3.704
H -1.823 -1.066 -3.021
H -0.494 -1.300 -2.970
O 1.458 2.672 2.032
H 2.119 2.517 2.701
H 0.747 2.147 2.418
O 0.700 -1.077 0.684
H -0.336 -1.124 0.691
H 0.851 -2.035 0.615
O -1.813 -0.835 0.823
H -1.845 0.529 -0.131
H -2.176 -1.061 1.672
O -2.622 -2.166 -1.525
H -1.699 -1.891 -1.475
H -2.968 -1.535 -0.877
O 1.030 -1.830 -1.831
H 0.860 -1.334 -1.021
H 1.624 -1.373 -2.419
O -1.456 1.483 -0.219
H -0.662 1.554 0.337
H -2.722 1.589 1.498
O -2.731 1.566 2.485
H -2.784 0.599 2.393
O 3.299 1.668 -0.478
H 3.074 2.497 -0.922
H 2.791 1.906 0.346
*
```

## Properties
Highest occupied orbital energy, eV: -6.1
LUMO, eV: 2.87

Mulliken atomic charge list, values in e, 6 entries: number 1, O, carries -0.68; number 2, H, carries 0.37; number 3, H, carries 0.39; number 4, O, carries -0.65; number 5, H, carries 0.44; number 6, H, carries 0.34

--- B ---
H19O10 | ωB97M-V/def2-TZVPD

```
! RIJCOSX wB97M-V def2-TZVPD def2/J DEFGRID3
* xyz -1 1
O -11.099 -26.328 38.102
H -10.238 -25.905 37.780
O -8.960 -25.175 40.527
H -9.135 -24.632 41.334
H -9.161 -24.752 39.616
O -8.975 -23.484 38.461
H -8.480 -22.590 38.533
H -9.725 -23.147 38.131
O -13.444 -27.647 37.197
H -12.547 -27.149 37.351
H -13.226 -28.428 36.759
O -12.282 -25.085 36.165
H -11.808 -25.558 36.862
H -11.603 -25.493 35.496
O -10.607 -27.696 35.562
H -10.667 -27.266 36.446
H -11.128 -28.510 35.453
O -12.188 -25.196 40.099
H -11.685 -25.611 40.743
H -11.746 -25.886 39.567
O -9.460 -28.574 38.616
H -8.827 -28.230 37.932
H -9.959 -27.854 38.490
O -7.096 -24.719 36.950
H -7.270 -24.101 36.173
H -7.753 -24.509 37.646
O -12.319 -28.118 40.037
H -12.003 -27.561 39.321
H -11.581 -28.356 40.673
*
```

## Properties
Highest occupied orbital energy, eV: -6.2
LUMO, eV: 2.28

Mulliken atomic charge list, values in e, 6 entries: number 1, O, carries -0.57; number 2, H, carries 0.16; number 3, O, carries -0.64; number 4, H, carries 0.27; number 5, H, carries 0.39; number 6, O, carries -0.63

Most stable = A

--- A ---
C7H14N3O | ωB97M-V/def2-TZVPD

```
! RIJCOSX wB97M-V def2-TZVPD def2/J DEFGRID3
* xyz 1 1
C 2.373 0.657 -0.171
C 2.168 -0.568 -0.815
C 1.092 1.119 0.219
C 3.024 -1.400 -1.563
C -1.793 0.620 1.891
C -2.053 -1.193 0.309
C -1.638 0.212 0.421
N 0.811 -0.879 -0.512
N 0.203 0.154 -0.017
N -2.217 1.061 -0.452
O 0.676 2.278 0.720
H 3.310 1.354 -0.318
H 3.072 -1.034 -2.611
H 2.668 -2.535 -1.547
H 4.003 -1.335 -1.199
H -2.809 1.218 1.881
H -1.795 -0.212 2.525
H -1.240 1.447 2.231
H -3.086 -1.362 0.714
H -1.456 -1.951 0.939
H -2.042 -1.573 -0.792
H 0.233 -1.669 -0.919
H -2.540 0.713 -1.363
H 1.475 2.902 0.540
H -2.440 1.976 -0.111
*
```

## Properties
Highest occupied orbital energy, eV: -13.0
LUMO, eV: -2.47

Mulliken atomic charge list, values in e, 6 entries: number 1, C, carries -0.91; number 2, C, carries 0.65; number 3, C, carries 0.64; number 4, C, carries -1.08; number 5, C, carries -1.47; number 6, C, carries -1.90

--- B ---
C7H14N3O | ωB97M-V/def2-TZVPD

```
! RIJCOSX wB97M-V def2-TZVPD def2/J DEFGRID3
* xyz 1 1
C 0.875 1.122 0.084
C -2.704 -0.526 -0.316
C -2.547 1.033 -0.435
C -1.400 -1.277 -0.179
C -1.365 1.542 0.377
C -0.453 -0.744 0.935
C 3.852 0.034 -0.371
N 2.303 -1.494 0.175
N -0.182 0.618 0.449
N 2.585 -0.352 0.026
O 1.492 2.004 -0.325
H -3.333 -0.826 0.549
H -3.127 -1.025 -1.242
H -2.430 1.183 -1.434
H -3.366 1.505 -0.030
H -1.742 -2.310 0.030
H -0.754 -1.256 -1.148
H -0.927 2.593 0.068
H -1.711 1.458 1.423
H -1.169 -0.831 1.707
H 0.411 -1.348 1.070
H 4.347 0.386 0.518
H 3.707 1.037 -0.992
H 4.482 -0.512 -1.035
H 3.158 -2.015 0.098
*
```

## Properties
Highest occupied orbital energy, eV: -14.1
LUMO, eV: -3.77

Mulliken atomic charge list, values in e, 6 entries: number 1, C, carries 1.13; number 2, C, carries -0.58; number 3, C, carries -0.79; number 4, C, carries -0.46; number 5, C, carries -0.67; number 6, C, carries -0.86

--- C ---
C7H14N3O | ωB97M-V/def2-TZVPD

```
! RIJCOSX wB97M-V def2-TZVPD def2/J DEFGRID3
* xyz 1 1
C -0.980 -2.657 -0.229
C -0.412 -2.091 0.938
C 0.232 -0.987 -0.905
C -0.824 2.550 -1.682
C 1.009 2.633 -0.045
C 1.564 -0.565 1.129
C -0.223 2.250 -0.416
N 0.440 -1.120 0.442
N -0.599 -1.925 -1.332
N -0.448 -2.451 2.266
O -0.776 1.339 0.392
H -1.412 -3.602 -0.264
H -1.903 2.228 -1.741
H -0.920 3.652 -1.673
H -0.404 2.379 -2.669
H 1.449 3.327 -0.776
H 0.756 -0.196 -1.455
H 1.390 2.449 0.910
H 1.340 0.550 1.465
H 1.681 -1.171 2.063
H 2.551 -0.632 0.548
H -1.235 -1.862 -2.192
H -0.049 -1.720 2.866
H -0.722 -3.315 2.463
H -1.504 0.936 -0.103
*
```

## Properties
Highest occupied orbital energy, eV: -11.8
LUMO, eV: -3.14

Mulliken atomic charge list, values in e, 6 entries: number 1, C, carries -0.68; number 2, C, carries 0.70; number 3, C, carries -0.40; number 4, C, carries -1.38; number 5, C, carries -1.00; number 6, C, carries -1.10

--- D ---
C7H14N3O | ωB97M-V/def2-TZVPD

```
! RIJCOSX wB97M-V def2-TZVPD def2/J DEFGRID3
* xyz 1 1
C 2.241 -1.286 -0.207
C 2.339 0.078 -0.153
C 0.241 -0.477 -0.136
C 3.459 1.029 0.074
C -1.771 -0.326 1.349
C -1.739 0.863 -1.022
C -1.227 -0.505 -0.090
N 0.949 -1.590 -0.248
N 1.060 0.544 -0.043
N -1.815 -1.761 -0.502
O -1.092 1.907 -0.328
H 2.993 -1.957 -0.310
H 4.519 0.588 0.097
H 3.558 1.824 -0.772
H 3.454 1.611 1.010
H -1.530 -1.108 1.998
H -2.781 -0.324 1.439
H -1.268 0.489 1.756
H -2.846 1.092 -0.974
H -1.219 0.937 -1.915
H 0.644 -2.529 -0.413
H 0.864 1.510 0.026
H -2.653 -2.143 -0.088
H -1.894 -1.654 -1.504
H -1.833 2.100 0.255
*
```

## Properties
Highest occupied orbital energy, eV: -12.9
SMILES string: Cc1c[nH]c([C@](C)(N)CO)[nH+]1
LUMO, eV: -2.53

Mulliken atomic charge list, values in e, 6 entries: number 1, C, carries -0.78; number 2, C, carries 0.62; number 3, C, carries -0.24; number 4, C, carries -1.25; number 5, C, carries -2.25; number 6, C, carries -0.84

Most stable = D

--- A ---
C3H12N3O | ωB97M-V/def2-TZVPD

```
! RIJCOSX wB97M-V def2-TZVPD def2/J DEFGRID3
* xyz 1 1
C 1.886 -0.454 -0.114
C -0.433 0.338 2.381
C -0.836 0.115 -1.704
N -0.821 -0.971 -2.395
N 0.507 -0.488 0.317
N 0.116 0.695 1.080
O -1.850 0.839 -1.234
H 2.140 -1.393 -0.579
H 2.058 0.337 -0.730
H 2.661 -0.253 0.820
H -1.245 -0.387 2.322
H 0.247 -0.257 2.893
H -0.649 1.165 2.985
H -0.003 0.729 -1.628
H 0.142 -1.436 -2.439
H -1.579 -1.592 -2.453
H -0.642 1.273 0.555
H 1.048 1.281 1.145
H -2.748 0.460 -1.222
*
```

## Properties
Highest occupied orbital energy, eV: -11.4
LUMO, eV: -3.31

Mulliken atomic charge list, values in e, 6 entries: number 1, C, carries -1.02; number 2, C, carries -1.00; number 3, C, carries -0.07; number 4, N, carries -0.27; number 5, N, carries -0.78; number 6, N, carries 0.07

--- B ---
C3H12N3O | ωB97M-V/def2-TZVPD

```
! RIJCOSX wB97M-V def2-TZVPD def2/J DEFGRID3
* xyz 1 1
C -1.185 0.576 2.270
C -0.152 1.046 1.286
N 0.130 0.009 0.243
C 0.030 0.321 -1.029
N 0.080 -0.634 -2.008
N -0.203 1.591 -1.557
H -2.256 1.073 2.198
H -0.722 0.553 3.322
H -1.303 -0.638 2.269
H -0.466 2.065 0.921
H 0.787 1.291 1.686
H 0.499 -0.918 0.416
H 0.334 -1.625 -1.806
H -0.304 -0.562 -3.012
H 0.542 2.269 -1.183
H -1.139 2.175 -1.592
H 2.554 -2.632 -0.530
H 1.264 -3.358 -1.247
O 1.512 -2.600 -0.645
*
```

## Properties
Highest occupied orbital energy, eV: -14.3
LUMO, eV: -3.07

Mulliken atomic charge list, values in e, 6 entries: number 1, C, carries -0.97; number 2, C, carries -0.44; number 3, N, carries -0.07; number 4, C, carries 0.48; number 5, N, carries -0.28; number 6, N, carries -0.58

Most stable = B

--- A ---
C3H12N3O | ωB97M-V/def2-TZVPD

```
! RIJCOSX wB97M-V def2-TZVPD def2/J DEFGRID3
* xyz 1 1
C -1.524 0.135 0.677
C 0.796 0.334 1.450
N 2.092 0.033 1.226
N -0.079 0.055 0.512
N 0.429 0.792 2.647
H 2.493 0.172 0.311
H 2.751 0.247 1.959
H 0.230 -0.449 -0.320
H -0.451 1.251 2.799
H 1.131 0.975 3.347
H -1.938 0.940 0.085
H -1.812 0.205 1.721
H -1.945 -0.821 0.373
C -0.336 -0.313 -2.981
O -0.594 -1.205 -1.889
H -0.434 -2.122 -2.152
H -0.783 -0.702 -3.886
H -0.763 0.653 -2.730
H 0.737 -0.180 -3.150
*
```

## Properties
Highest occupied orbital energy, eV: -14.3
LUMO, eV: -2.90

Mulliken atomic charge list, values in e, 6 entries: number 1, C, carries -0.95; number 2, C, carries 0.77; number 3, N, carries -0.43; number 4, N, carries -0.06; number 5, N, carries -0.39; number 6, H, carries 0.24

--- B ---
C3H12N3O | ωB97M-V/def2-TZVPD

```
! RIJCOSX wB97M-V def2-TZVPD def2/J DEFGRID3
* xyz 1 1
O 3.050 -1.573 0.605
C 2.148 -1.792 1.415
C 0.710 -1.899 0.893
N 0.602 -1.332 -0.461
H 2.260 -2.129 2.423
H 0.538 -2.982 0.975
H 0.127 -1.376 1.689
H 0.028 -1.963 -0.982
H 0.207 -0.367 -0.343
H 1.513 -1.312 -0.914
N -2.102 2.635 -1.010
C -1.623 1.329 -0.548
N -0.249 1.248 -0.265
H -1.896 3.339 -0.304
H -1.511 2.908 -1.777
H -2.218 1.122 0.384
H -1.887 0.621 -1.294
H 0.230 1.740 -1.013
H 0.073 1.783 0.526
*
```

## Properties
Highest occupied orbital energy, eV: -13.3
LUMO, eV: -3.49

Mulliken atomic charge list, values in e, 6 entries: number 1, O, carries -0.48; number 2, C, carries 0.09; number 3, C, carries -0.51; number 4, N, carries -0.13; number 5, H, carries 0.40; number 6, H, carries 0.38

Most stable = A

--- A ---
C3H12N3O | ωB97M-V/def2-TZVPD

```
! RIJCOSX wB97M-V def2-TZVPD def2/J DEFGRID3
* xyz 1 1
C 1.396 -0.015 1.458
C -0.057 0.493 1.430
C -1.202 -0.147 0.739
N -0.799 -1.150 -0.244
N 0.322 -0.134 -2.365
N -0.717 1.205 0.372
O 0.597 1.197 -1.944
H 1.310 -1.018 1.963
H 1.999 0.132 0.596
H 1.897 0.608 2.184
H -0.255 0.784 2.581
H -2.243 -0.458 1.200
H -0.319 -1.983 0.251
H -1.681 -1.450 -0.526
H 1.266 -0.472 -2.514
H -0.166 -0.713 -1.389
H -0.235 -0.173 -3.333
H -1.212 2.061 0.523
H 0.098 1.232 -0.983
*
```

## Properties
Highest occupied orbital energy, eV: -14.5
LUMO, eV: -3.01

Mulliken atomic charge list, values in e, 6 entries: number 1, C, carries -1.29; number 2, C, carries 0.22; number 3, C, carries -0.09; number 4, N, carries -0.53; number 5, N, carries -0.34; number 6, N, carries -0.50

--- B ---
C3H12N3O | ωB97M-V/def2-TZVPD

```
! RIJCOSX wB97M-V def2-TZVPD def2/J DEFGRID3
* xyz 1 1
C 0.642 -1.350 2.032
C 0.758 0.823 0.838
N 0.550 1.471 -0.375
N 0.674 -0.490 0.872
N 1.000 1.537 1.923
H 0.047 0.921 -1.055
H 0.863 2.449 -0.389
H 0.406 -0.869 -0.042
H 1.426 1.209 2.783
H 1.211 2.552 1.954
H 1.400 -2.120 1.895
H -0.342 -1.744 2.280
H 1.097 -0.783 2.895
C -1.921 -0.372 -2.740
O -0.896 -0.760 -1.797
H -0.617 -1.682 -1.876
H -2.836 -0.959 -2.569
H -1.884 0.725 -2.837
H -1.578 -0.557 -3.794
*
```

## Properties
Highest occupied orbital energy, eV: -14.4
LUMO, eV: -2.84

Mulliken atomic charge list, values in e, 6 entries: number 1, C, carries -0.76; number 2, C, carries 0.74; number 3, N, carries -0.31; number 4, N, carries -0.08; number 5, N, carries -0.42; number 6, H, carries 0.19

Most stable = B